DFT (ωB97M-V with the def2-TZVPD basis set) results for C23H70O13V as an isolated structure in a non-equilibrium geometry.

Structure (XYZ):
```
107
Properties=species:S:1:pos:R:3:forces:R:3
V -0.449508 0.325057 -0.560151 -0.36 1.34 -0.79
C -3.029458 2.520517 -1.908071 1.21 -0.54 0.86
O -1.894618 1.911177 -1.362401 0.98 -0.56 0.23
H -2.687948 3.423107 -2.414821 -0.46 0.38 -0.50
H -3.556188 1.859597 -2.596431 -0.31 0.05 -0.34
H -3.716178 2.821327 -1.116851 -0.50 0.15 0.14
O 1.079702 -0.925003 0.054209 0.21 -0.30 0.59
H 1.572462 -0.710553 0.870129 -0.07 0.21 -1.17
C -0.391928 -3.156143 4.164749 0.48 0.40 0.28
C 0.609182 -2.784203 3.097039 0.94 0.27 0.09
O 0.209422 -1.578383 2.479579 -0.82 0.60 0.92
H -0.311048 -4.195653 4.482519 -0.36 -0.16 -0.47
H -1.329588 -2.844733 3.704399 -0.41 -0.52 0.52
H -0.205388 -2.609353 5.089039 -0.25 0.42 -0.11
H 0.736752 -3.629303 2.420549 -0.05 0.19 -0.45
H 1.586432 -2.504573 3.490579 0.31 -0.78 0.46
H 0.291982 -1.539963 1.523909 0.04 -0.53 -1.15
C -4.726348 -2.432013 3.601299 0.56 1.30 -1.57
C -4.420308 -1.126493 2.725619 0.83 -1.12 0.90
O -4.168368 -1.565383 1.406799 -0.42 -0.19 -1.08
H -3.920978 -3.149783 3.445469 0.49 0.37 0.33
H -5.512548 -2.947903 3.050079 -0.71 0.20 0.59
H -4.896578 -2.251893 4.662749 -0.26 -0.08 -0.23
H -3.472638 -0.629773 2.933669 -0.06 -0.11 0.88
H -5.177468 -0.342413 2.719549 -0.33 -0.26 0.29
H -5.018218 -1.675863 0.974179 -0.02 -0.14 -0.25
C 2.879922 3.275147 -1.710321 -0.42 -1.17 -0.70
C 2.568092 1.981857 -0.930391 2.38 0.74 0.65
O 1.249102 1.926477 -0.657451 -3.05 -0.94 0.44
H 2.380082 3.127067 -2.667571 0.66 0.07 -0.60
H 3.952452 3.464047 -1.756031 -0.13 0.06 -0.37
H 2.343422 4.161817 -1.372531 0.17 -0.14 0.89
H 3.165772 1.976927 -0.018881 0.07 0.28 0.62
H 2.847112 1.001197 -1.315831 0.07 0.31 -1.07
H 0.939392 2.731747 -0.236481 -0.40 0.61 0.06
C -0.169738 -5.471893 -0.097711 -0.87 0.70 0.18
C 1.277602 -5.994873 0.065979 -2.18 0.98 -0.10
O 1.881212 -5.739083 -1.185191 0.74 -1.09 0.48
H -0.161888 -4.479923 -0.549411 0.55 0.23 -0.15
H -0.769968 -5.256963 0.786379 0.29 -0.48 0.64
H -0.856138 -5.999623 -0.759861 0.47 -0.68 -0.09
H 1.276082 -7.032283 0.400459 0.31 -0.19 -0.71
H 1.701742 -5.434063 0.898859 0.51 0.21 -0.06
H 2.011702 -4.788243 -1.207071 0.30 0.57 -0.20
C 0.423422 -2.263713 -3.950801 0.87 -1.01 0.32
C 0.982382 -0.974373 -3.368021 1.02 -0.92 -0.97
O -0.020058 -0.245093 -2.764491 -0.99 0.70 1.25
H 1.192272 -2.874483 -4.424001 0.35 0.32 -0.27
H -0.338858 -2.098913 -4.712281 -0.18 0.18 0.22
H 0.090272 -2.962703 -3.183651 -0.46 0.27 0.14
H 1.345672 -0.396713 -4.217991 0.45 0.17 -0.04
H 1.784932 -1.072933 -2.637071 0.00 -0.46 -0.15
H -0.560598 0.044777 -3.503001 -0.81 0.82 0.12
C -2.954218 -1.194483 -2.611211 -1.02 -1.35 0.48
C -2.304118 -2.098843 -1.452881 0.38 3.10 -2.69
O -1.990248 -1.207483 -0.383911 0.01 -0.71 0.34
H -2.558588 -0.214043 -2.876351 0.56 -0.20 0.74
H -3.994348 -1.019163 -2.336421 -0.17 0.16 0.08
H -3.018298 -1.747213 -3.548481 0.14 -0.31 -0.05
H -1.339458 -2.363993 -1.885561 -0.26 -0.96 0.48
H -3.007978 -2.877153 -1.158061 0.47 -0.16 0.01
H -2.723378 -1.305103 0.228119 -0.21 0.54 0.83
C 3.916722 1.634407 3.901889 1.75 0.85 -1.18
C 3.381802 0.456677 3.142059 -0.64 0.84 1.64
O 2.056962 0.777587 2.732529 0.22 -0.32 -0.27
H 4.247712 2.370087 3.168869 -0.23 0.54 0.14
H 4.858902 1.272717 4.313679 0.06 0.21 0.52
H 3.304912 2.120127 4.662059 -0.21 -0.50 -0.14
H 3.412442 -0.256273 3.965989 -0.55 -1.17 -0.66
H 4.038112 0.191397 2.313209 -0.10 -0.12 0.02
H 1.613882 -0.055623 2.556329 -0.51 -0.55 0.29
C 0.117392 3.864127 -4.656981 2.07 0.30 -0.32
C 0.080102 2.361097 -4.871581 -1.86 0.85 0.51
O -1.121348 1.827377 -4.330681 -0.64 -0.99 -0.78
H 0.120622 4.175827 -3.612501 -0.72 -0.06 0.03
H -0.461528 4.473127 -5.351301 -0.83 -0.36 0.50
H 1.114522 4.173457 -4.970251 0.52 0.02 -0.04
H 0.903462 1.816917 -4.408921 0.47 0.27 -0.41
H -0.065218 2.228877 -5.943721 0.71 -0.53 -0.01
H -1.256748 2.022797 -3.400591 0.28 0.33 0.92
C -0.938898 6.298037 1.058149 -0.39 -0.17 0.93
C -0.530768 5.640977 -0.229211 0.11 -0.49 -0.15
O -0.358928 4.209867 -0.088121 0.84 1.22 0.34
H -1.209218 7.349937 0.965869 -0.29 -0.06 -0.37
H -0.175488 6.306907 1.836109 0.37 -0.34 -0.21
H -1.761268 5.717287 1.475919 -0.31 0.31 0.08
H 0.398652 6.116777 -0.542091 0.22 -0.46 -0.33
H -1.273328 5.802797 -1.010571 -0.04 0.20 -0.02
H -1.168678 3.749297 -0.320021 -0.36 -0.59 -0.40
C -2.527158 2.428927 2.148579 -0.80 1.06 -0.31
C -1.304358 1.721597 2.626809 -0.78 -0.10 -1.65
O -0.521548 1.269187 1.466849 -0.45 0.32 1.22
H -2.290768 3.472297 1.939799 -0.03 -0.02 -0.40
H -3.266218 2.482647 2.947949 -0.08 -0.20 0.13
H -3.000838 1.989107 1.270909 0.16 -0.16 -0.05
H -1.691198 0.859567 3.170279 0.98 -0.10 0.51
H -0.740928 2.501367 3.139259 0.42 -0.82 0.57
H 0.338272 1.145937 1.875639 0.65 -0.06 -0.37
C 4.645382 -1.864763 0.238329 -0.25 0.27 0.42
C 3.637202 -3.041083 0.254539 1.22 2.13 -0.42
O 2.822152 -2.865433 -0.886091 0.01 -1.75 -0.11
H 5.476002 -1.949063 -0.462431 0.16 -0.26 0.35
H 4.900682 -1.605323 1.265759 0.97 -0.47 0.07
H 4.142452 -0.936023 -0.031091 -0.52 -0.13 -0.45
H 3.120682 -2.840863 1.193269 -0.63 -0.75 0.05
H 4.146872 -4.004573 0.249109 -0.27 -0.04 -0.02
H 2.143112 -2.249243 -0.601801 -0.97 0.97 0.07
```
Positions in Å, forces in eV/Å.

Output
⟨S²⟩: 3.753
ΔE to the lowest compared entry with this formula, charge and spin, eV: 0.000
Multiplicity: 4
HOMO-LUMO gap (spin up / spin down), eV: 7.051 / 8.169
Charge: 0
LUMO level (spin up / spin down), eV: 0.40 / 0.40
Max |F|, eV/Å: 4.121